Below is C3H8N4O in the gas phase at a distorted geometry, with properties calculated with the ωB97M-V functional and the def2-TZVPD basis.

```
16
Properties=species:S:1:pos:R:3:forces:R:3
O -1.7060 -2.6122 -1.0130 -0.5 -1.3 0.7
N 2.1123 2.7894 1.6394 -0.2 -0.3 -0.3
N 0.6855 -1.6661 0.1690 0.0 0.4 -0.6
N 0.5943 1.1243 0.8340 1.2 0.5 -0.1
N 0.0834 0.6128 -0.3496 0.1 -2.9 0.2
C -0.1041 -0.9088 -0.4421 -0.8 3.8 1.2
C -1.3867 -1.2854 -1.2334 1.8 0.3 -0.4
C 1.6065 2.1104 0.6954 -0.8 -0.1 -0.8
H -0.0658 1.2264 1.6025 0.4 -0.1 -0.2
H -0.9284 -1.3384 -2.2727 -1.6 0.9 0.6
H 0.4326 -2.6004 -0.1144 -0.1 -0.8 0.3
H -2.2661 -0.6095 -0.9757 1.3 -0.4 -0.9
H -1.9162 -2.7890 -0.0770 0.1 0.3 -0.5
H 1.8535 2.2946 -0.4082 0.0 -0.4 1.7
H 1.7098 2.4919 2.5355 0.2 0.1 -0.1
H -0.7045 1.1599 -0.5897 -1.2 0.0 -0.7
```
Positions in Å, forces in eV/Å.

For the electronic energy, the calculation gives -413.28976 a.u. Its net charge is 0. For the LUMO energy, the calculation gives 0.43 eV. The HOMO-LUMO gap comes out at 9.75 eV. The calculation puts the relative energy (zero: lowest compared OMol25 entry of this formula, charge and spin) at 3.4365 eV. Its structure (SMILES) is [H]/N=C\NN/C(CO)=N/[H].



Below is C3H8N4O in the gas phase at a distorted geometry, with properties calculated with the ωB97M-V functional and the def2-TZVPD basis.

```
16
Properties=species:S:1:pos:R:3:forces:R:3
O 2.0746 0.0775 -0.4059 -0.7 0.3 -0.1
N 2.2169 -1.2248 -0.9793 -0.4 0.0 -0.1
N 0.2976 -0.3598 1.7640 0.0 -0.4 0.5
N -2.4761 -0.3255 1.2635 -0.4 0.0 -0.1
N -2.1235 0.9211 -0.6075 0.2 0.1 -0.4
C -1.6546 0.2332 0.4771 0.6 -0.8 1.2
C 0.6821 0.5250 -0.5193 2.1 -1.0 -0.1
C -0.1125 0.0772 0.6657 -1.6 0.7 -0.7
H -2.0249 -0.8618 1.9985 0.3 0.1 -0.1
H -1.5710 1.6533 -1.0178 -0.1 0.0 0.0
H 0.7508 1.6164 -0.5493 -0.1 0.0 -0.1
H -3.1260 1.0322 -0.6262 0.1 0.1 0.0
H 0.2766 0.1182 -1.4506 0.0 0.2 0.1
H 3.0049 -1.1579 -1.6201 -0.1 0.1 0.2
H 2.4761 -1.8601 -0.2258 0.0 0.3 0.0
H 1.3090 -0.4642 1.8329 0.0 0.2 -0.4
```
Positions in Å, forces in eV/Å.

For the electronic energy, the calculation gives -413.29723 a.u. Its net charge is 0. For the LUMO energy, the calculation gives 0.73 eV. The HOMO-LUMO gap comes out at 9.98 eV. The calculation puts the relative energy (zero: lowest compared OMol25 entry of this formula, charge and spin) at 3.2333 eV. Its structure (SMILES) is [H]/N=C(CON)/C(N)=N\[H].